ORCA calculation (ωB97M-V/def2-TZVPD) on a structure of composition C52H138F3N12O14Sr in a non-equilibrium geometry.

CARTESIAN COORDINATES (ANGSTROEM)
Sr1 -2.7930 2.8630 -2.2381
C1 -0.2085 1.3682 0.3699
O1 -0.3644 0.0430 -0.1465
O2 -0.9452 2.0933 -0.6021
C2 -0.3768 1.5507 1.9065
F1 0.5562 0.9352 2.6413
F2 -0.2606 2.7887 2.1847
F3 -1.5630 1.1316 2.4531
C3 0.5888 -0.9408 0.2236
C4 -0.0191 -2.1760 -0.3461
H1 0.6478 -3.0362 -0.4044
H2 -0.9257 -2.3877 0.2207
H3 -0.3613 -2.0129 -1.3681
H4 0.7885 -0.9958 1.2938
H5 1.5692 -0.9073 -0.2516
H6 0.8636 1.5132 0.2368
C5 -1.7530 5.6933 0.8225
C6 -2.1587 6.2291 -0.6161
C7 -1.6525 7.7108 -0.7458
O3 -2.2002 8.3267 -1.9006
C8 -1.9735 9.7011 -2.0324
N1 -1.8171 5.2738 -1.6668
H7 -0.7098 5.8784 1.0787
H8 -1.8552 4.6267 1.0227
H9 -2.3231 6.2068 1.5967
H10 -3.2392 6.3616 -0.6723
H11 -0.5632 7.7496 -0.7389
H12 -1.9902 8.2965 0.1092
H13 -2.6510 10.1331 -2.7689
H14 -0.9675 9.8783 -2.4129
H15 -2.0997 10.2378 -1.0922
H16 -1.8396 5.7483 -2.5581
H17 -0.8336 5.1096 -1.5063
C9 1.5856 -6.0895 -3.6268
C10 1.8512 -4.7978 -4.3428
C11 0.8495 -4.5795 -5.5710
O4 0.7471 -5.7726 -6.4111
C12 -0.1035 -5.4856 -7.5061
N2 1.5993 -3.8357 -3.2920
H18 2.3499 -6.3443 -2.8927
H19 1.6201 -6.9020 -4.3525
H20 0.5722 -6.1078 -3.2258
H21 2.8936 -4.8721 -4.6524
H22 1.2645 -3.8588 -6.2756
H23 -0.1532 -4.3027 -5.2455
H24 0.3166 -4.8108 -8.2520
H25 -1.0481 -5.0640 -7.1625
H26 -0.4123 -6.4001 -8.0125
H27 1.7386 -2.8491 -3.4573
H28 2.1015 -3.9896 -2.4293
C13 -2.1264 -1.2957 -4.3553
C14 -2.9825 -0.1907 -3.8148
C15 -3.3545 -0.4583 -2.3166
O5 -4.1837 0.6116 -1.8532
C16 -4.4927 0.4796 -0.4268
N3 -2.1745 0.9769 -3.9353
H29 -2.6817 -2.2070 -4.5771
H30 -1.3545 -1.6260 -3.6601
H31 -1.6393 -0.9922 -5.2820
H32 -3.8423 -0.1126 -4.4801
H33 -2.4471 -0.6693 -1.7507
H34 -3.9682 -1.3550 -2.2311
H35 -5.2503 1.1762 -0.0678
H36 -3.5877 0.4312 0.1788
H37 -4.9391 -0.5042 -0.2825
H38 -1.2324 0.7582 -3.6441
H39 -2.0755 1.0512 -4.9377
C17 4.9066 -4.9393 -0.1005
C18 4.9953 -3.7830 -1.0757
C19 5.4055 -4.2347 -2.4915
O6 6.5755 -5.1159 -2.5002
C20 7.3033 -5.0853 -3.6935
N4 3.7049 -3.1540 -1.0120
H40 4.1602 -5.6651 -0.4234
H41 4.6228 -4.5955 0.8942
H42 5.9350 -5.2768 0.0278
H43 5.7644 -3.1051 -0.7054
H44 5.5401 -3.3213 -3.0709
H45 4.6688 -4.9268 -2.8993
H46 7.4360 -4.0654 -4.0543
H47 6.7034 -5.5822 -4.4559
H48 8.3055 -5.5131 -3.6639
H49 3.8777 -2.2134 -1.3369
H50 3.5033 -2.9747 -0.0388
C21 2.1613 5.7447 0.2866
C22 2.3610 4.7912 -0.8914
C23 3.3078 3.6350 -0.5442
O7 3.0642 3.0895 0.7734
C24 3.7245 1.8510 1.0550
N5 1.0530 4.3182 -1.3449
H51 3.0886 6.1780 0.6615
H52 1.6491 5.3095 1.1448
H53 1.5016 6.5403 -0.0597
H54 2.7547 5.3541 -1.7377
H55 4.3647 3.9011 -0.5378
H56 3.2774 2.8509 -1.3008
H57 3.3614 1.0869 0.3676
H58 3.3435 1.5327 2.0254
H59 4.8138 1.8875 1.0388
H60 0.7849 3.7058 -0.5878
H61 1.1251 3.6727 -2.1183
C25 -2.1577 -4.6556 -2.1073
C26 -2.7112 -5.8713 -1.4097
C27 -4.2565 -5.7722 -1.1284
O8 -4.5823 -4.7585 -0.2037
C28 -5.9487 -4.7516 0.1708
N6 -2.3098 -6.9347 -2.2307
H62 -1.0756 -4.5249 -2.1149
H63 -2.4677 -3.7431 -1.5982
H64 -2.5799 -4.5638 -3.1080
H65 -2.2147 -5.8887 -0.4395
H66 -4.5987 -6.7207 -0.7144
H67 -4.7993 -5.6321 -2.0632
H68 -6.1674 -5.6291 0.7792
H69 -6.5643 -4.8603 -0.7221
H70 -6.2071 -3.8187 0.6719
H71 -1.5044 -7.4140 -1.8541
H72 -1.9977 -6.5325 -3.1030
C29 -0.0932 -6.8506 1.9178
C30 0.7407 -5.7013 1.3592
C31 1.4139 -4.7181 2.3897
O9 2.0549 -3.6183 1.6848
C32 2.8551 -2.6624 2.3942
N7 1.6723 -6.1766 0.3178
H73 -0.7235 -7.2069 1.1030
H74 -0.6785 -6.4804 2.7596
H75 0.4128 -7.7379 2.2983
H76 0.0116 -5.0508 0.8760
H77 2.2044 -5.2075 2.9587
H78 0.7921 -4.1928 3.1145
H79 3.7607 -3.1375 2.7714
H80 2.3629 -2.0638 3.1607
H81 3.1381 -1.9235 1.6445
H82 1.9137 -5.3393 -0.1928
H83 1.3341 -6.7940 -0.4064
C33 3.8062 0.2900 5.0641
C34 2.5919 0.4576 5.9054
C35 3.1029 0.6489 7.3260
O10 1.9614 0.7372 8.2541
C36 2.2910 0.8552 9.6701
N8 1.8795 1.5966 5.4277
H84 3.5406 0.2109 4.0099
H85 4.2540 -0.6310 5.4374
H86 4.5194 1.0793 5.3014
H87 2.0401 -0.4824 5.9114
H88 3.7550 1.5131 7.4527
H89 3.6927 -0.2204 7.6169
H90 2.8505 1.7392 9.9758
H91 2.7138 -0.0886 10.0145
H92 1.3329 0.8861 10.1889
H93 1.3935 1.2611 4.6083
H94 1.1341 1.7443 6.0930
C37 -1.3639 5.8272 4.6219
C38 0.0201 5.8160 4.0172
C39 0.5603 7.2463 3.8058
O11 -0.1081 7.7718 2.6613
C40 0.4838 8.9236 2.1516
N9 0.8821 5.1157 4.9300
H95 -1.6953 4.8726 5.0305
H96 -2.0202 6.1366 3.8085
H97 -1.4564 6.5922 5.3928
H98 -0.0915 5.3451 3.0406
H99 1.6483 7.2089 3.7514
H100 0.3586 7.8705 4.6764
H101 0.2894 9.7432 2.8433
H102 0.0349 9.0987 1.1739
H103 1.5722 8.8930 2.1013
H104 1.7986 5.0754 4.5076
H105 0.6270 4.1392 4.9684
C41 -2.7644 -4.5227 2.3800
C42 -3.2578 -3.0517 2.5833
C43 -2.2692 -2.0949 3.3556
O12 -2.0152 -2.7056 4.6169
C44 -0.8659 -2.2212 5.2560
N10 -3.4676 -2.5703 1.2452
H106 -1.8176 -4.4964 1.8406
H107 -3.4448 -5.1873 1.8476
H108 -2.5609 -4.8894 3.3861
H109 -4.2452 -3.2076 3.0179
H110 -2.8186 -1.1665 3.5117
H111 -1.3853 -1.8967 2.7494
H112 -0.9144 -2.6637 6.2510
H113 -0.9613 -1.1500 5.4338
H114 0.0729 -2.4233 4.7403
H115 -2.6415 -2.1301 0.8660
H116 -3.6461 -3.2601 0.5294
C45 -6.6016 5.4771 -2.1203
C46 -5.3455 4.6719 -1.7645
C47 -5.2816 4.2938 -0.2817
O13 -4.1733 3.4850 -0.1099
C48 -3.9801 3.1050 1.2389
N11 -5.2247 3.6359 -2.7500
H117 -7.4981 5.1297 -1.6068
H118 -6.8512 5.5237 -3.1803
H119 -6.4511 6.4640 -1.6826
H120 -4.5614 5.4102 -1.9326
H121 -6.2347 3.8539 0.0121
H122 -5.2123 5.1473 0.3927
H123 -3.7399 3.9533 1.8799
H124 -3.1584 2.3967 1.3449
H125 -4.7905 2.5409 1.7007
H126 -6.1242 3.1869 -2.8466
H127 -5.1247 4.1185 -3.6317
C49 1.8206 -0.4695 -4.7566
C50 1.7920 -0.3124 -3.2722
C51 3.0411 0.3362 -2.6801
O14 4.1112 -0.6746 -2.5611
C52 5.4437 -0.1723 -2.4538
N12 0.5774 0.4965 -3.0747
H128 1.9895 0.4013 -5.3900
H129 0.9460 -1.0452 -5.0598
H130 2.7350 -1.0606 -4.8065
H131 1.6161 -1.2970 -2.8389
H132 2.7723 0.7062 -1.6907
H133 3.4748 1.1652 -3.2393
H134 6.1375 -0.9927 -2.2705
H135 5.5346 0.6197 -1.7103
H136 5.8174 0.3075 -3.3584
H137 0.7413 1.4730 -3.2742
H138 0.2217 0.5221 -2.1298

Cartesian forces (eV/Å) of the 3 atoms listed first:
Sr 0.883 -0.785 1.664
C -0.440 -0.284 -3.987
O 0.114 -0.231 1.445

Its net charge is +1. The total energy is -4104.36766 Eh.